Formula: C3H15NO4
Source: the Open Molecules 2025 dataset
Level of theory: ωB97M-V/def2-TZVPD

Last column: Löwdin charge in e.
Geometry (Å):
O: 2.1661 0.8771 -1.1619  -0.059
O: -0.1819 3.1883 -1.2651  -0.077
O: -0.4567 1.9059 2.5890  -0.041
O: -1.5939 1.1025 -0.1570  -0.068
N: -1.4254 -1.9118 -0.7295  -0.007
C: 0.9488 -1.2037 1.0583  -0.018
C: 0.0085 -2.1227 -1.0183  -0.270
C: 0.9376 -2.1975 0.1853  -0.154
H: -1.8457 -2.7750 -0.4095  0.069
H: 1.6014 -3.0488 0.2887  0.092
H: 1.6193 -1.1054 1.9081  0.061
H: 0.2592 -0.3718 1.0250  0.020
H: -0.1156 1.7126 1.7204  -0.006
H: -2.3074 0.9421 0.4798  0.078
H: -0.4882 1.0567 3.0125  0.024
H: -0.0496 3.6561 -0.4328  0.037
H: 1.5047 1.5973 -1.2053  0.016
H: -1.4584 -1.3059 0.0662  0.015
H: 0.3759 -1.2721 -1.6085  0.098
H: -1.6552 0.4537 -0.8808  0.057
H: -0.8635 2.5179 -1.0141  0.003
H: 2.9231 1.2669 -0.7403  0.025
H: 0.0968 -2.9624 -1.7103  0.104

Forces on atoms 1 to 3 (eV/Å):
O -0.985 0.210 -0.255
O -0.359 -0.630 0.354
O -0.179 0.595 0.141

## Properties
Calculated total energy: -13033.6100 eV
E_HOMO: -9.66 eV
Energy relative to the best compared isomer or geometry (same formula, charge and spin): 32.9 kcal per mole
LUMO level: 0.426 eV
Kohn-Sham gap: 10.09 eV
SMILES string: C=CCN.O.O.O.O

---

Formula: C3H15NO4
Source: the Open Molecules 2025 dataset
Level of theory: ωB97M-V/def2-TZVPD

Last column: Löwdin charge in e.
Geometry (Å):
O: 0.5789 -2.6397 1.0603  -0.139
O: 2.6042 0.5224 -1.2020  0.047
O: 2.1122 -0.5277 1.6867  -0.102
O: 1.3805 -1.7948 -1.2262  -0.080
N: -1.4718 0.2504 0.6000  0.179
C: -1.2741 2.2812 -1.0150  -0.029
C: -1.9361 0.2437 1.7805  0.164
C: -1.8932 0.8677 -0.7019  -0.127
H: -0.7212 2.2862 -1.8527  0.032
H: 0.4539 -1.8632 -1.0476  0.015
H: 1.4879 -2.5445 1.6989  0.181
H: 0.3478 -1.7452 0.8709  -0.055
H: -1.5103 0.0794 -1.4063  0.140
H: 2.6895 0.7519 -2.0163  -0.052
H: 1.6325 -2.5483 -0.5636  0.114
H: 2.1901 -0.2717 -1.3545  -0.066
H: -3.0293 0.6251 1.9878  0.192
H: 1.3118 0.0935 1.4470  0.084
H: -0.6976 2.7734 -0.2649  0.075
H: -3.0146 0.9183 -0.7889  0.163
H: -1.5354 -0.1282 2.6716  0.105
H: -2.1214 3.0518 -1.1130  0.122
H: 2.4159 -0.6816 0.7494  0.039

Forces on atoms 1 to 3 (eV/Å):
O 3.278 -1.622 3.030
O 0.241 0.612 7.879
O -2.134 1.766 -2.168

## Properties
Calculated total energy: -13022.0205 eV
E_HOMO (spin up / spin down): -14.39 / -14.39 eV
Total charge: +1
Multiplicity: 2
<S²>: 0.762
Energy relative to the best compared isomer or geometry (same formula, charge and spin): 112.4 kcal per mole
LUMO level (spin up / spin down): -5.672 / -9.072 eV
Kohn-Sham gap (spin up / spin down): 8.72 / 5.32 eV

---

Formula: C3H15O4S
Source: the Open Molecules 2025 dataset
Level of theory: ωB97M-V/def2-TZVPD

Last column: Löwdin charge in e.
Geometry (Å):
S: 0.1024 1.4694 1.0573  0.377
O: -3.0730 1.6400 1.1626  -0.150
O: -1.1048 0.0678 -2.7760  -0.124
O: 3.0470 0.9832 -0.8316  -0.082
O: 0.0734 2.2261 -1.9562  -0.156
C: -0.2094 -2.6204 1.0633  -0.138
C: 0.1831 -1.3285 0.2884  -0.307
C: 0.6206 -0.3021 1.3720  -0.664
H: -0.6947 -0.8942 -0.1813  0.066
H: 1.7086 -0.3278 1.5202  0.037
H: -2.4104 0.9301 0.9971  -0.030
H: -0.1391 2.0353 -1.0004  -0.095
H: -2.4745 2.2766 1.5457  -0.036
H: -1.2581 -2.5839 1.3841  0.067
H: 0.1629 -0.5421 2.3388  0.028
H: 0.3753 -2.7412 1.9726  0.053
H: -1.8867 0.3479 -2.2853  0.021
H: 0.0083 -3.4913 0.4275  0.057
H: 2.8850 0.0465 -0.8535  0.008
H: 1.0368 2.2952 -1.9411  0.022
H: 2.3525 1.3447 -0.2656  -0.045
H: 1.0723 -1.5711 -0.3001  0.088
H: -0.3776 0.7398 -2.7386  0.001

Forces on atoms 1 to 3 (eV/Å):
S 0.610 -0.599 0.108
O -0.071 -1.029 -0.202
O 0.191 -0.872 -0.758

## Properties
Calculated total energy: -22381.3273 eV
E_HOMO: -3.90 eV
Total charge: -1
Energy relative to the best compared isomer or geometry (same formula, charge and spin): 18.2 kcal per mole
LUMO level: 3.638 eV
Kohn-Sham gap: 7.53 eV

---

Formula: C3H16NO3
Source: the Open Molecules 2025 dataset
Level of theory: ωB97M-V/def2-TZVPD

Last column: Löwdin charge in e.
Geometry (Å):
O: -0.6479 0.3743 1.7377  -0.066
O: -2.5515 1.6656 3.2703  -0.036
O: 3.6118 -0.7611 1.0799  -0.048
N: 1.2873 0.0273 -0.0932  0.157
C: -0.4728 0.2198 -1.8840  -0.232
C: -1.4100 -0.6483 -2.7875  -0.072
C: 0.3398 -0.7208 -1.0502  -0.170
H: -1.0615 0.9571 -1.3442  0.112
H: 3.9239 -0.9793 1.9681  0.070
H: -1.4288 0.8295 2.1293  0.020
H: 2.0706 0.3677 -0.6478  0.155
H: 0.6994 0.7648 0.3029  0.121
H: -3.5072 1.5331 3.3431  0.074
H: -0.0776 0.4847 2.5121  0.061
H: 0.9232 -1.3711 -1.7045  0.136
H: -1.6222 -1.5855 -2.2761  0.075
H: 4.0770 -1.4200 0.5415  0.071
H: -2.3800 -0.1650 -2.8948  0.078
H: -0.9709 -0.7655 -3.7720  0.079
H: -0.1601 -1.3954 -0.3598  0.127
H: -2.4587 2.4041 3.8770  0.065
H: 0.1600 0.7964 -2.5550  0.113
H: 1.6561 -0.6124 0.6072  0.112

Forces on atoms 1 to 3 (eV/Å):
O -0.081 0.609 0.772
O -0.757 0.198 0.302
O 0.278 -0.624 0.048

## Properties
Calculated total energy: -10997.4864 eV
E_HOMO: -15.08 eV
Total charge: +1
Energy relative to the best compared isomer or geometry (same formula, charge and spin): 8.7 kcal per mole
LUMO level: -2.832 eV
Kohn-Sham gap: 12.25 eV